No. 1
Here is a cluster of 4 separate species, C8H24O4 in total in a non-equilibrium geometry from OMol25. Energies are from ωB97M-V with the def2-TZVPD basis set.

Last column: Mulliken spin population.
Element x y z (Å)
1 H -1.0378 -1.4455 -0.9443  0.0011
2 C 3.1724 -3.0423 2.1006  0.1926
3 H 0.1788 0.1432 0.8615  -0.0002
4 H 0.7778 -0.1878 -2.3249  -0.0001
5 H 2.6030 1.7252 1.5764  0.0000
6 H 0.3172 1.3110 -1.4294  0.0000
7 H 3.9023 2.0474 0.3868  0.0000
8 H -5.4550 1.3838 -1.5469  0.0000
9 C 2.7723 -3.3362 0.6532  0.0581
10 H -0.7245 0.4682 -2.6574  0.0000
11 C -0.6413 -0.4651 -0.6802  -0.0010
12 H -5.2341 0.8110 0.7153  0.0000
13 O 1.4124 -3.4176 0.6431  0.7049
14 C 2.4231 3.3844 0.2746  0.0000
15 O 3.2312 3.9290 -0.7217  0.0000
16 O -5.7824 -0.6543 -2.1120  0.0000
17 C -5.6683 0.0495 0.0676  0.0000
18 H 2.0520 4.1777 0.9235  0.0000
19 H -4.0681 0.2248 -1.2215  0.0000
20 H -1.5656 0.0016 -0.3399  -0.0001
21 H 3.8955 3.0055 1.8288  0.0000
22 O 0.3239 -0.6262 0.3061  0.0011
23 H 2.7359 -3.8832 2.6395  -0.0003
24 C -0.0256 0.3563 -1.8284  0.0006
25 H 1.5375 2.8694 -0.0979  0.0000
26 H -5.3414 -0.8739 0.5457  0.0000
27 H 0.9924 -2.5605 0.5394  -0.0094
28 H -5.1993 -0.9296 -2.8233  0.0000
29 H 3.1991 -4.2839 0.3248  0.0134
30 H 3.8959 4.4670 -0.2854  0.0000
31 C 3.2378 2.4900 1.1289  0.0000
32 H 2.7191 -2.1446 2.5210  -0.0012
33 H 4.2494 -2.9475 2.2392  0.0134
34 H -6.7512 0.1591 0.1265  0.0000
35 C -5.1457 0.3680 -1.3007  0.0000
36 H 3.0112 -2.5740 -0.0884  0.0272

Properties
lowest unoccupied orbital energy (spin up / spin down)	-3.0443 / -9.8395	eV
E_tot	-16863.3049	eV
expectation value of S²	0.75
orbital gap (spin up / spin down)	9.3 / 2.5	eV
net charge	+1
multiplicity	2
HOMO energy (spin up / spin down)	-12.3 / -12.3	eV
energy above the lowest of the compared OMol25 structures with the same formula, charge and spin	45.7	kcal per mole

No. 2
Here is a structure of composition C8H24O6Zr in a non-equilibrium geometry from OMol25. Energies are from ωB97M-V with the def2-TZVPD basis set.

Last column: Mulliken charge in e.
Element x y z (Å)
1 H 10.0621 5.2697 4.9946  0.3598
2 H 11.3061 9.8952 8.8255  0.3203
3 O 6.2372 10.4453 4.0309  -0.6499
4 H 5.2511 10.2687 4.1349  0.2898
5 H 8.0386 9.4976 10.3867  0.1924
6 H 6.5469 10.8390 8.6306  0.2272
7 H 6.6717 9.9886 4.7808  0.3231
8 H 9.2997 8.5453 12.1694  0.3659
9 O 9.3072 9.0701 8.7478  -0.6788
10 O 10.3787 8.4615 5.8562  -0.7730
11 C 5.7437 10.4550 8.0242  -1.1444
12 C 9.1846 13.7535 5.0221  -1.2598
13 C 10.8690 7.2340 5.3509  -0.3179
14 H 12.2177 10.3997 7.5267  0.3060
15 H 9.2175 14.3210 4.1230  0.3849
16 Zr 9.2941 9.6822 6.8232  2.5320
17 O 11.3551 10.3765 7.9693  -0.6156
18 H 10.8800 7.2990 4.2650  0.3095
19 H 10.0210 5.6674 6.7013  0.2543
20 H 8.2074 7.7914 9.9390  0.3505
21 H 5.3806 11.2212 7.3622  0.2920
22 C 9.8772 6.0773 5.7221  -0.9569
23 C 6.2376 9.1779 7.4084  -0.2729
24 O 7.3738 9.3301 6.6089  -0.5042
25 H 10.5044 7.9593 11.2330  0.3344
26 H 8.1425 13.8874 5.4738  0.2711
27 H 5.3993 8.7764 6.8312  0.3389
28 H 11.9005 7.0088 5.6308  0.3052
29 C 9.5782 12.3321 4.7820  -0.1619
30 C 9.7232 8.7169 11.1581  -1.4738
31 H 10.2337 9.6884 11.2567  0.3386
32 H 4.9905 10.2580 8.7304  0.4292
33 H 6.4662 8.5277 8.2502  0.1917
34 C 8.7334 8.7149 10.0206  -0.1502
35 H 8.9424 6.5681 5.6773  0.1953
36 O 9.2204 11.3255 5.7344  -0.7962
37 H 10.6790 12.3916 4.7113  0.2175
38 H 9.0889 11.9747 3.8729  0.2892
39 H 9.7795 14.3002 5.7263  0.3368

Properties
lowest unoccupied orbital energy	0.2414	eV
E_tot	-22253.9607	eV
orbital gap	9.7	eV
net charge	0
HOMO energy	-9.4	eV
energy above the lowest of the compared OMol25 structures with the same formula, charge and spin	0.0	kcal per mole

No. 3
Here is a structure of composition C8H25CrNP2 in a non-equilibrium geometry from OMol25. Energies are from ωB97M-V with the def2-TZVPD basis set.

Last column: Mulliken spin population.
Element x y z (Å)
1 H 2.3035 2.6444 -1.1563  0.0035
2 C -0.4612 -2.6945 -2.3655  0.0377
3 H -0.0239 1.0509 4.7923  0.0110
4 H -1.0288 4.3343 0.0176  0.0032
5 H -0.4609 3.7967 -2.4804  0.0048
6 H 1.6130 -3.1782 0.7498  0.0031
7 Cr 0.0519 0.0024 0.0033  3.9245
8 C -1.1085 3.2896 0.3498  0.0220
9 C -1.3792 -3.1934 0.2513  0.0298
10 H -0.9273 -0.5274 4.9341  0.0209
11 H -0.4882 -3.7865 -2.4884  0.0044
12 H -2.3714 -2.7818 0.0347  0.0032
13 C -0.2933 0.0019 3.0563  0.3587
14 N -0.4024 0.0002 1.9026  -0.1419
15 H 0.3205 -2.2737 -3.0085  -0.0014
16 H 1.8279 -0.4189 0.2965  0.0330
17 H 0.8788 -0.5230 4.6431  0.0267
18 P -0.0251 2.2201 -0.6398  -0.1825
19 H -2.1442 2.9475 0.2459  0.0046
20 H -1.3379 -4.2462 -0.0621  0.0034
21 C -0.5084 2.7072 -2.3409  0.0341
22 H -1.1878 -3.1177 1.3274  -0.0017
23 H 1.1956 -4.2619 -0.6144  -0.0007
24 H 2.2068 -2.8104 -0.8913  0.0042
25 H 1.9121 3.0651 0.5314  0.0034
26 C 1.5586 3.1141 -0.5042  0.0280
27 C -0.0792 -0.0007 4.4658  0.0044
28 H -1.4230 -2.2667 -2.6703  -0.0077
29 H 0.1633 2.2193 -3.0566  -0.0001
30 H -0.9448 -0.0045 -1.1994  0.0437
31 H -1.5289 2.3582 -2.5347  -0.0053
32 C 1.3671 -3.2181 -0.3171  0.0287
33 H 1.8364 0.4130 0.3169  0.0322
34 H -0.8099 3.2113 1.4009  0.0012
35 H 1.4313 4.1653 -0.7973  -0.0002
36 P -0.1247 -2.2173 -0.6267  -0.1711
37 H 0.3919 -0.0205 -1.5658  -0.1618

Properties
lowest unoccupied orbital energy (spin up / spin down)	0.4982 / 0.3969	eV
E_tot	-57185.3051	eV
expectation value of S²	6.07
orbital gap (spin up / spin down)	3.5 / 7.2	eV
net charge	0
multiplicity	5
HOMO energy (spin up / spin down)	-3.0 / -6.8	eV
energy above the lowest of the compared OMol25 structures with the same formula, charge and spin	0.0	kcal per mole

No. 4
Here is a cluster of 6 separate species, C8H25F3N8O7 in total in a non-equilibrium geometry from OMol25. Energies are from ωB97M-V with the def2-TZVPD basis set.

Last column: natural (NBO) charge in e.
Element x y z (Å)
1 N 24.8880 0.8861 -19.8005  -0.8238
2 N 20.4220 6.3135 -13.9607  -0.8491
3 O 23.4933 2.6650 -19.6931  -0.7036
4 H 21.0888 5.9224 -13.3107  0.4133
5 H 18.5368 1.8028 -15.8653  0.4003
6 C 29.0702 0.1914 -15.3209  0.7497
7 H 28.8470 -1.2258 -16.7800  0.4159
8 H 20.7945 0.4449 -14.0260  0.4053
9 H 23.5974 -3.7524 -10.8059  0.1979
10 H 19.5365 8.8183 -15.6278  0.4199
11 N 23.5508 1.2474 -21.3967  -0.8086
12 C 20.6113 7.2456 -14.9181  0.7644
13 H 25.1576 0.1078 -11.6037  0.0922
14 H 30.3922 -1.0202 -15.8737  0.3724
15 H 24.3369 4.0020 -14.7180  0.5768
16 H 23.3832 -3.9555 -12.5797  0.1830
17 F 25.4849 -0.2509 -9.1887  -0.3452
18 H 24.2735 4.1319 -16.2908  0.5794
19 C 19.2702 0.1710 -15.2887  0.7434
20 H 30.8312 -0.0034 -14.4588  0.3801
21 C 24.1864 0.2577 -11.1322  0.2962
22 H 25.1868 0.1378 -20.4094  0.3815
23 H 20.0270 -1.1695 -14.0940  0.4091
24 H 25.2166 -2.2789 -11.6620  0.1527
25 H 25.6251 3.6148 -15.5681  0.5818
26 H 22.2487 -2.9712 -11.7110  0.2132
27 H 25.2807 1.0240 -18.8802  0.4028
28 H 24.1037 -1.7887 -12.9798  0.1469
29 H 29.6346 1.0188 -13.6937  0.4163
30 O 28.0624 0.9043 -15.3950  -0.7182
31 F 23.4220 0.3319 -8.9090  -0.3158
32 O 18.4628 -0.5217 -15.9122  -0.6924
33 C 23.2965 -3.2706 -11.7362  -0.6136
34 H 23.7660 0.3787 -21.8648  0.3942
35 N 19.3648 1.4447 -15.4111  -0.8263
36 O 21.6542 7.5857 -15.4166  -0.6654
37 F 24.8304 1.7495 -9.5272  -0.3324
38 H 19.8258 1.9342 -14.6575  0.3782
39 O 24.8416 4.1672 -15.5178  -0.7534
40 N 29.8794 0.3267 -14.3874  -0.7894
41 H 19.4684 6.2002 -13.6480  0.3735
42 N 19.4912 7.9245 -15.1596  -0.8311
43 H 22.9968 1.9060 -21.9253  0.4085
44 C 24.1932 -2.0014 -11.9145  -0.0582
45 O 23.4252 1.1214 -11.9160  -0.9447
46 H 18.7079 7.5888 -14.6175  0.3755
47 N 29.4962 -0.7000 -16.2124  -0.8265
48 C 23.8747 1.6225 -20.2330  0.7499
49 O 23.5061 -1.0745 -11.1284  -0.5716
50 N 20.0758 -0.1912 -14.3405  -0.8196
51 C 24.4763 0.5035 -9.6433  0.9145

Properties
lowest unoccupied orbital energy	-1.8178	eV
E_tot	-43103.2221	eV
orbital gap	4.3	eV
net charge	0
HOMO energy	-6.1	eV
energy above the lowest of the compared OMol25 structures with the same formula, charge and spin	166.9	kcal per mole

No. 5
Here is a cluster of 2 separate species, C8H25N4Si in total in a non-equilibrium geometry from OMol25. Energies are from ωB97M-V with the def2-TZVPD basis set.

Last column: natural (NBO) charge in e.
Element x y z (Å)
1 H -1.2024 0.0885 2.3819  0.4128
2 N 0.0742 -2.0097 -2.0782  -0.4250
3 H 1.9612 -2.0487 -2.7754  0.1641
4 C -2.4378 1.4254 1.6275  -0.4321
5 H 1.7074 -2.2579 1.7896  0.2072
6 H -2.3572 2.2654 0.9947  0.2238
7 H 1.1236 -3.4147 -3.1378  0.1452
8 H 2.5981 -1.3309 0.2150  0.2038
9 H 2.9613 -0.3753 1.6471  0.1967
10 H 1.7323 0.4532 -1.7760  0.1996
11 H -1.2411 -3.5802 -1.4561  0.2141
12 C 2.3449 -0.3651 0.6759  -0.3949
13 H -3.0314 0.5738 1.3517  0.2359
14 H -0.0654 -2.3644 1.7832  0.1862
15 H -1.3644 2.6248 -1.3743  0.1822
16 H 0.3265 0.8559 -2.7285  0.1865
17 N 0.1447 1.5055 -0.8051  -0.8938
18 C -1.1606 -2.7479 -2.0446  -0.4635
19 H 0.7113 -2.7547 0.3285  0.2023
20 C -0.2684 1.8517 2.9649  -0.4125
21 H -2.0958 -2.1395 -1.9337  0.2019
22 H -0.6414 3.0686 0.1625  0.1771
23 C 0.8774 -2.0778 1.2172  -0.4109
24 H 0.0236 2.8567 2.5458  0.2329
25 N -1.0308 1.0225 1.9742  -0.6747
26 H -2.8370 1.6862 2.5587  0.2172
27 H 1.3311 2.2489 -2.2569  0.1991
28 C -0.4550 2.8022 -0.8543  -0.3958
29 H 2.4170 0.5422 0.1916  0.2130
30 N 0.8905 -0.6719 0.9278  -0.9166
31 Si -0.4200 0.2322 0.2777  1.9424
32 H -1.6258 -0.3667 -0.1009  -0.2209
33 H -1.1728 -3.2278 -2.9715  0.2045
34 H 0.1367 3.5922 -1.5207  0.2227
35 H 0.7654 1.3880 2.9866  0.2430
36 C 0.8963 1.2232 -1.9934  -0.3794
37 C 1.0796 -2.5006 -2.6711  -0.0139
38 H -0.6959 1.9264 3.8762  0.2199

Properties
lowest unoccupied orbital energy	-2.5010	eV
E_tot	-22530.6034	eV
orbital gap	9.5	eV
net charge	+1
HOMO energy	-12.0	eV
energy above the lowest of the compared OMol25 structures with the same formula, charge and spin	27.2	kcal per mole

No. 6
Here is a structure of composition C8H26As2F12N3O2 in a non-equilibrium geometry from OMol25. Energies are from ωB97M-V with the def2-TZVPD basis set.

Last column: natural (NBO) charge in e.
Element x y z (Å)
1 H 3.3903 3.8768 -0.8180  0.1992
2 F -0.8516 0.3940 -6.5199  -0.6229
3 H 1.7321 2.2080 3.7765  0.1640
4 F 1.2585 1.5705 -6.0217  -0.6281
5 H 0.1895 1.3885 3.4485  0.2011
6 N -0.1983 -0.1114 -1.6341  -0.9373
7 F 1.4489 0.3314 -3.8883  -0.6602
8 C 2.3804 2.0087 -0.2968  -0.0722
9 H 2.0989 3.4438 1.2462  0.1571
10 F 1.2139 -0.9019 -5.9741  -0.6275
11 C -0.2621 -3.6148 0.4899  -0.6332
12 H -1.0809 -4.2384 0.8655  0.2350
13 As -3.8616 -0.1352 -0.3333  2.8442
14 C -0.1320 -2.4917 2.7152  -0.0619
15 H 0.2510 0.7863 -1.3687  0.4438
16 H 0.2782 -0.3837 -2.4986  0.4568
17 H 1.6178 -1.9891 0.7995  0.3497
18 F -4.9500 1.1929 -0.3850  -0.6228
19 H -3.0774 -2.7933 4.1433  0.1941
20 O 1.4244 1.5514 1.8308  -0.5554
21 H 3.3721 2.3429 1.6111  0.1670
22 H 0.7600 -3.0908 2.9486  0.1653
23 H 0.0271 -1.5446 3.2507  0.1584
24 H 0.4318 2.4272 -0.0864  0.3655
25 C 2.3548 2.3708 1.1892  -0.0721
26 O -1.2595 -3.1453 3.2700  -0.5513
27 F -0.5955 1.6078 -4.4156  -0.6323
28 H 3.4421 2.6104 -2.0656  0.2431
29 C 3.4669 2.8003 -0.9898  -0.6310
30 As 0.3007 0.3661 -5.2361  2.8335
31 C -0.3056 -2.2980 1.2069  -0.1054
32 N 1.0451 2.3476 -0.8991  -0.8241
33 F -0.6283 -0.8366 -4.3745  -0.6435
34 H 1.1595 3.3057 -1.2194  0.3682
35 F -3.1133 0.5051 1.0936  -0.6444
36 H 2.5726 0.9350 -0.3488  0.1968
37 H -0.0381 -0.7345 -0.8197  0.4446
38 N 0.7866 -1.3995 0.7011  -0.8569
39 H -1.7674 -1.9769 4.9163  0.1484
40 F -4.5581 -0.8004 -1.7508  -0.6181
41 F -2.7000 0.7724 -1.2795  -0.6423
42 H 0.4463 3.0482 2.8808  0.1727
43 F -4.9502 -1.0421 0.6485  -0.6295
44 C 0.9268 2.0772 3.0439  -0.2444
45 H -0.5018 -3.4882 -0.5682  0.2302
46 H -1.2163 0.0118 -1.7129  0.4614
47 F -2.7122 -1.4422 -0.2901  -0.6515
48 H 4.4698 2.4980 -0.6759  0.2131
49 C -2.1475 -2.2722 3.9231  -0.2490
50 H 0.6294 -4.2283 0.6280  0.1975
51 H -2.3280 -1.3747 3.3255  0.1875
52 H -1.2551 -1.7670 1.1292  0.2431
53 H 1.0154 -0.6779 1.3888  0.3759

Properties
lowest unoccupied orbital energy	2.1692	eV
E_tot	-171580.4288	eV
orbital gap	9.7	eV
net charge	-1
HOMO energy	-7.5	eV
energy above the lowest of the compared OMol25 structures with the same formula, charge and spin	0.0	kcal per mole